# 1
{"formula": "C34H43CuNOP2S", "method": "ωB97M-V/def2-TZVPD", "elements": ["Cu", "S", "P", "P", "O", "N", "C", "C", "C", "C", "C", "C", "C", "C", "C", "C", "C", "C", "C", "C", "C", "C", "C", "C", "C", "C", "C", "C", "C", "C", "C", "C", "C", "C", "C", "C", "C", "C", "C", "C", "H", "H", "H", "H", "H", "H", "H", "H", "H", "H", "H", "H", "H", "H", "H", "H", "H", "H", "H", "H", "H", "H", "H", "H", "H", "H", "H", "H", "H", "H", "H", "H", "H", "H", "H", "H", "H", "H", "H", "H", "H", "H", "H"], "xyz": [[0.51, 0.20, 0.13], [-1.92, 2.71, -0.17], [2.18, 3.70, 0.50], [-2.46, -2.14, -0.18], [0.40, -1.75, 0.35], [2.87, -3.18, 0.71], [0.96, 5.78, 2.13], [-2.41, -0.37, -3.94], [1.95, -4.09, 1.43], [0.94, 4.30, 1.74], [3.69, 4.43, 1.33], [-3.74, -4.34, 0.98], [-2.61, -1.46, -4.78], [2.81, -1.82, 1.41], [5.59, -0.10, -0.47], [2.40, -3.09, -0.73], [-4.35, 0.95, 2.69], [1.89, 4.97, -0.84], [-4.50, -0.20, 0.58], [-2.80, -2.71, -4.22], [4.84, 0.73, -1.29], [-2.61, -0.56, 2.01], [-3.14, 0.33, 2.94], [-5.97, -5.17, 0.61], [-0.85, 1.50, 0.05], [-4.76, -5.24, 1.28], [-5.03, 0.69, 1.50], [3.47, 0.85, -1.09], [-5.13, -3.30, -0.66], [-3.91, -3.34, 0.02], [3.53, -0.79, 0.59], [4.92, -0.86, 0.48], [2.57, 4.61, -2.16], [-2.66, -1.76, -1.98], [-6.15, -4.20, -0.37], [-3.30, -0.85, 0.84], [5.02, 3.88, 0.81], [-2.42, -0.52, -2.56], [2.74, 0.11, -0.15], [-2.83, -2.86, -2.84], [-7.09, -4.13, -0.91], [5.48, -1.53, 1.13], [-1.63, -1.01, 2.16], [3.59, 4.17, 2.39], [-2.59, 0.56, 3.85], [-2.60, -1.34, -5.86], [3.12, -2.49, -1.28], [-4.76, 1.66, 3.40], [0.17, 5.99, 2.85], [-2.93, -3.59, -4.85], [1.06, 3.66, 2.61], [-6.76, -5.88, 0.83], [5.15, 4.10, -0.25], [5.34, 1.33, -2.06], [2.94, 1.57, -1.71], [2.26, 3.62, -2.49], [3.83, -3.51, 0.73], [0.79, 6.42, 1.26], [1.68, -1.62, 1.32], [2.20, 5.97, -0.51], [1.33, -2.46, -0.52], [0.97, -3.60, 1.32], [-5.02, -0.38, -0.35], [-0.04, 4.03, 1.33], [-2.21, 0.32, -1.93], [5.06, 2.78, 0.90], [2.26, -4.16, 2.48], [1.92, 6.07, 2.57], [0.81, 4.99, -0.99], [-5.29, -2.55, -1.43], [2.32, 5.33, -2.94], [-5.96, 1.20, 1.28], [3.22, -2.00, 2.41], [-2.22, 0.61, -4.36], [3.66, 4.60, -2.06], [2.37, -4.11, -1.12], [6.67, -0.16, -0.57], [-2.95, -3.85, -2.43], [-4.60, -6.00, 2.04], [5.87, 4.30, 1.35], [3.67, 5.52, 1.27], [1.97, -5.07, 0.96], [-2.79, -4.40, 1.50]], "lowdin_spin": [0.059, 0.309, 0.002, 0.001, 0.011, 0.000, 0.001, 0.002, 0.000, 0.005, 0.000, 0.000, 0.000, 0.000, 0.001, 0.000, 0.002, 0.000, 0.001, 0.001, 0.000, 0.004, 0.002, 0.000, 0.563, 0.000, 0.002, 0.001, 0.000, 0.000, 0.000, 0.000, 0.000, 0.002, 0.000, 0.004, 0.000, 0.006, -0.002, 0.000, 0.000, 0.000, 0.001, 0.000, 0.000, 0.000, 0.000, 0.001, 0.001, 0.000, 0.001, 0.000, 0.000, 0.000, 0.000, 0.000, 0.000, 0.000, 0.001, 0.000, 0.000, 0.000, 0.000, 0.006, 0.009, 0.000, 0.000, 0.000, 0.000, 0.000, 0.000, 0.000, 0.000, 0.000, 0.000, 0.000, 0.000, 0.000, 0.000, 0.000, 0.000, 0.000, 0.000], "de_lowest_kj_mol": 68.9, "e_homo_ev": [1.17, 0.41], "charge": -2, "s_squared": 0.760, "gap_ev": [3.36, 4.12], "spin_multiplicity": 2}

***

# 2
{"formula": "C36H44Cl12N4O8", "method": "ωB97M-V/def2-TZVPD", "elements": ["Cl", "Cl", "Cl", "Cl", "Cl", "Cl", "Cl", "Cl", "Cl", "Cl", "Cl", "Cl", "O", "O", "O", "O", "O", "O", "O", "O", "N", "N", "N", "N", "C", "C", "C", "C", "C", "C", "C", "C", "C", "C", "C", "C", "C", "C", "C", "C", "C", "C", "C", "C", "C", "C", "C", "C", "C", "C", "C", "C", "C", "C", "C", "C", "C", "C", "C", "C", "H", "H", "H", "H", "H", "H", "H", "H", "H", "H", "H", "H", "H", "H", "H", "H", "H", "H", "H", "H", "H", "H", "H", "H", "H", "H", "H", "H", "H", "H", "H", "H", "H", "H", "H", "H", "H", "H", "H", "H", "H", "H", "H", "H"], "xyz": [[22.21, -3.79, 15.76], [24.57, -5.51, 14.48], [18.58, -3.25, 22.57], [12.88, -7.58, 19.91], [16.53, -0.71, 14.18], [18.46, -4.37, 10.83], [15.76, -6.60, 21.15], [20.37, -6.80, 11.96], [19.78, -6.38, 19.91], [12.78, -1.84, 17.31], [13.90, 0.76, 15.81], [14.81, -2.10, 11.82], [18.23, -11.19, 14.72], [19.49, -5.64, 15.13], [16.75, 3.64, 21.88], [17.68, -9.14, 14.57], [15.48, -11.79, 23.15], [17.36, 1.92, 22.98], [14.42, -9.95, 22.75], [19.13, -3.55, 14.96], [17.00, 2.46, 21.96], [18.84, -4.65, 15.39], [18.43, -10.02, 14.92], [15.31, -10.74, 22.56], [15.60, -5.15, 18.05], [13.23, -1.89, 15.57], [18.67, -10.14, 21.13], [20.26, -8.44, 15.25], [21.42, -10.08, 17.20], [18.59, -6.85, 12.02], [22.38, -3.95, 14.00], [17.26, -0.41, 19.60], [15.72, -3.98, 17.31], [16.62, 0.09, 18.45], [20.18, -10.41, 16.61], [13.12, -7.05, 21.60], [21.42, -8.01, 15.88], [16.90, 1.66, 20.74], [17.28, -1.69, 12.91], [18.34, -9.73, 19.83], [18.10, -6.13, 10.75], [16.51, -6.16, 17.80], [14.23, -6.02, 21.78], [19.64, -9.62, 15.66], [17.58, -5.98, 16.97], [16.76, -3.77, 16.41], [16.22, 2.17, 19.66], [16.36, -10.39, 21.59], [16.08, 1.37, 18.53], [15.98, -9.89, 20.37], [13.00, -0.51, 14.94], [19.42, -4.11, 21.25], [21.90, -8.82, 16.91], [17.72, -4.76, 16.31], [18.73, -5.42, 20.95], [17.68, -10.48, 22.00], [23.03, -5.26, 13.63], [17.35, 0.34, 20.75], [16.48, -1.55, 11.66], [17.01, -9.67, 19.45], [18.30, -1.32, 12.89], [13.24, -0.52, 13.88], [19.12, -9.49, 19.12], [12.14, -6.62, 21.83], [17.03, -6.28, 10.62], [14.02, -5.07, 21.30], [17.32, -2.75, 13.19], [18.25, -7.89, 12.03], [14.98, -3.19, 17.39], [22.72, -8.53, 17.56], [21.40, -3.93, 13.51], [22.35, -6.04, 13.97], [23.16, -5.37, 12.55], [16.78, -9.43, 18.42], [17.77, -0.06, 21.66], [19.84, -7.84, 14.45], [18.66, -6.48, 9.89], [14.85, -5.23, 18.82], [18.32, -6.75, 16.82], [17.91, -10.90, 22.98], [16.34, -0.57, 17.65], [14.95, -9.73, 20.07], [19.79, -11.40, 16.83], [11.98, -0.20, 15.16], [12.63, -2.63, 15.05], [18.20, -6.41, 12.93], [14.40, -5.86, 22.84], [14.27, -2.20, 15.45], [17.68, -1.40, 19.50], [19.72, -10.07, 21.40], [21.87, -7.06, 15.64], [16.42, -7.06, 18.41], [21.88, -10.73, 17.93], [15.67, 3.10, 19.64], [20.44, -4.30, 21.59], [16.83, -2.09, 10.78], [13.33, -7.97, 22.13], [22.88, -3.06, 13.62], [19.51, -3.50, 20.35], [16.43, -0.49, 11.39], [18.39, -5.95, 21.83], [16.88, -2.88, 15.81], [17.83, -5.28, 20.35], [15.48, 1.78, 17.73]], "lowdin_charge": [0.574, 0.537, 0.556, 0.547, 0.599, 0.574, 0.690, 0.617, 0.602, 0.551, 0.550, 0.570, 0.096, 0.024, 0.082, 0.071, 0.102, 0.079, 0.077, 0.050, -0.363, -0.330, -0.360, -0.357, -0.063, -0.627, -0.060, -0.020, -0.058, -0.630, -0.655, -0.060, -0.063, -0.057, -0.028, -0.613, -0.032, -0.150, -0.664, -0.083, -0.615, -0.085, -0.612, -0.157, -0.002, 0.008, 0.005, -0.164, -0.076, -0.028, -0.644, -0.661, -0.068, -0.130, -0.719, -0.012, -0.690, -0.005, -0.695, -0.080, 0.079, 0.045, 0.080, 0.069, 0.077, 0.072, 0.040, 0.074, 0.040, 0.111, 0.059, 0.006, 0.072, 0.105, 0.106, 0.057, 0.054, 0.075, 0.109, 0.126, 0.085, 0.095, 0.125, 0.056, 0.080, 0.060, 0.079, 0.026, 0.096, 0.111, 0.079, 0.071, 0.109, 0.121, 0.061, 0.028, 0.036, 0.074, 0.070, 0.069, 0.045, 0.068, 0.002, 0.054], "de_lowest_kj_mol": 57.2, "e_homo_ev": -9.93, "gap_ev": 9.07}

***

# 3
{"formula": "C4H8O2", "method": "ωB97M-V/def2-TZVPD", "elements": ["O", "O", "C", "C", "C", "C", "H", "H", "H", "H", "H", "H", "H", "H"], "xyz": [[0.25, -1.39, -1.57], [-0.05, 2.16, 0.67], [0.15, -0.33, 1.66], [-0.82, -0.49, -1.74], [0.42, 0.95, 0.96], [1.39, 0.10, 0.87], [-0.49, 0.48, -2.16], [-1.52, -0.95, -2.44], [0.96, -0.92, -1.12], [0.20, -0.37, 2.75], [-0.94, 2.25, 1.03], [2.39, -0.18, 0.60], [-1.35, -0.28, -0.80], [-0.53, -1.07, 1.23]], "nbo_charge": [-0.725, -0.640, -0.443, -0.247, 0.333, -0.337, 0.165, 0.183, 0.471, 0.179, 0.493, 0.234, 0.149, 0.186], "de_lowest_kj_mol": 381.2, "e_homo_ev": -9.10, "gap_ev": 9.70}

***

# 4
{"formula": "C21H31N3O4S", "method": "ωB97M-V/def2-TZVPD", "elements": ["S", "O", "O", "O", "O", "N", "N", "N", "C", "C", "C", "C", "C", "C", "C", "C", "C", "C", "C", "C", "C", "C", "C", "C", "C", "C", "C", "C", "C", "H", "H", "H", "H", "H", "H", "H", "H", "H", "H", "H", "H", "H", "H", "H", "H", "H", "H", "H", "H", "H", "H", "H", "H", "H", "H", "H", "H", "H", "H", "H"], "xyz": [[-0.18, -6.28, -0.72], [-0.99, -1.48, -0.84], [-0.11, -6.89, 0.57], [1.20, 3.01, 3.09], [-0.70, -7.02, -1.82], [1.32, -5.64, -1.13], [1.16, 4.17, 1.17], [-1.13, -4.92, -0.55], [0.94, 3.06, 1.90], [0.40, 1.88, 1.15], [1.37, 5.75, -0.51], [-1.16, 5.74, 1.04], [1.25, 6.49, 0.81], [-0.87, 4.75, -0.09], [-0.21, 6.94, 1.00], [-1.33, -4.19, -1.79], [-2.13, -2.23, -0.45], [-0.61, -0.39, -0.13], [1.12, 1.27, 0.14], [-0.75, -4.06, 0.54], [1.77, -5.87, -2.48], [1.64, 5.39, 1.80], [-1.85, -3.05, 0.82], [0.64, 4.46, -0.16], [0.63, 0.15, -0.49], [-1.33, 0.22, 0.89], [-2.45, -3.18, -1.61], [2.36, -5.73, -0.12], [-0.82, 1.34, 1.53], [-3.38, -3.70, -1.38], [0.92, 6.28, -1.35], [1.19, -0.33, -1.28], [-2.58, -2.60, -2.52], [1.91, 7.36, 0.88], [-2.29, -0.17, 1.21], [0.19, -3.53, 0.31], [-2.98, -1.56, -0.28], [2.72, 5.34, 1.93], [-1.19, 5.16, -1.05], [-2.19, 6.09, 0.97], [-1.05, 5.22, 1.99], [-1.55, -2.40, 1.64], [-0.31, 7.51, 1.93], [1.19, 5.51, 2.79], [-1.58, -4.92, -2.55], [1.88, -5.77, 0.85], [2.96, -6.63, -0.25], [0.90, -6.00, -3.11], [-0.41, -3.66, -2.08], [3.00, -4.85, -0.19], [2.39, -6.78, -2.55], [-0.48, 7.60, 0.17], [2.09, 1.66, -0.14], [-1.42, 3.82, 0.08], [-0.59, -4.71, 1.41], [-2.77, -3.57, 1.10], [2.36, -5.01, -2.82], [2.42, 5.55, -0.75], [0.84, 3.64, -0.85], [-1.38, 1.80, 2.33]], "nbo_charge": [2.459, -0.532, -0.940, -0.617, -0.941, -0.700, -0.445, -0.672, 0.675, -0.159, -0.398, -0.408, -0.233, -0.414, -0.396, -0.242, 0.101, 0.394, -0.174, -0.242, -0.412, -0.220, -0.438, -0.040, -0.273, -0.331, -0.415, -0.413, -0.152, 0.218, 0.212, 0.221, 0.224, 0.220, 0.220, 0.187, 0.184, 0.204, 0.203, 0.215, 0.203, 0.226, 0.211, 0.221, 0.236, 0.234, 0.185, 0.234, 0.190, 0.198, 0.185, 0.200, 0.218, 0.217, 0.237, 0.221, 0.197, 0.211, 0.221, 0.224], "de_lowest_kj_mol": 134.9, "e_homo_ev": -8.70, "gap_ev": 9.31}

***

# 5
{"formula": "C3H6Cl2OSi", "method": "ωB97M-V/def2-TZVPD", "elements": ["Cl", "Cl", "Si", "O", "C", "C", "C", "H", "H", "H", "H", "H", "H"], "xyz": [[-1.39, -0.38, 1.69], [-2.37, 0.78, -0.75], [0.84, 2.69, 0.29], [1.13, 1.43, -0.48], [-1.23, -0.30, -0.05], [-0.44, -1.13, -0.76], [0.53, -2.02, -0.03], [-0.60, -1.31, -1.82], [1.39, 4.00, 0.16], [0.04, -2.38, 0.96], [0.85, -2.88, -0.67], [-0.16, 2.93, 1.29], [1.40, -1.42, 0.17]], "nbo_charge": [0.000, 0.022, 1.649, -1.142, -0.099, -0.186, -0.655, 0.232, -0.257, 0.228, 0.219, -0.250, 0.239], "de_lowest_kj_mol": 403.0, "e_homo_ev": -8.86, "gap_ev": 8.46}

***

# 6
{"formula": "C5H11NO2", "method": "ωB97M-V/def2-TZVPD", "elements": ["O", "O", "N", "C", "C", "C", "C", "C", "H", "H", "H", "H", "H", "H", "H", "H", "H", "H", "H"], "xyz": [[0.62, 0.90, -2.74], [-1.57, -1.32, 2.26], [0.43, 1.39, -0.16], [-0.66, 1.75, 0.75], [1.05, -0.15, -1.98], [-0.39, -1.37, 1.60], [0.64, -0.06, -0.44], [-0.43, -1.02, 0.04], [-1.60, 1.99, 0.23], [0.25, 1.73, -1.11], [-0.34, 2.61, 1.36], [0.61, -1.12, -2.34], [-0.98, 0.93, 1.41], [0.06, -2.41, 1.62], [-1.41, -0.58, -0.17], [1.56, -0.30, 0.10], [-0.40, -2.01, -0.44], [2.16, -0.25, -2.01], [0.39, -0.71, 2.02]], "nbo_charge": [-0.987, -0.987, -0.694, -0.437, -0.020, -0.006, -0.084, -0.471, 0.145, 0.401, 0.145, 0.079, 0.240, 0.044, 0.192, 0.135, 0.175, 0.063, 0.066], "de_lowest_kj_mol": 106.7, "e_homo_ev": 0.75, "charge": -2, "gap_ev": 6.41}

***

Number 2 is which compound?
C36H44Cl12N4O8

***

Number 6 is which compound?
C5H11NO2